# 1
Molecular formula: C4H10O2
Method: DFT, ωB97M-V/def2-TZVPD

Geometry as ORCA input:
```
! wB97M-V def2-TZVPD RIJCOSX def2/J DEFGRID3
* xyz 0 1
O -1.263 0.235 0.924
O 1.224 -0.248 0.297
C -0.498 1.479 0.197
C 2.179 -1.003 -0.404
C 0.552 0.725 -0.543
C -2.398 -0.154 0.137
H 1.720 -1.592 -1.216
H -0.583 -0.475 0.971
H -2.092 -0.383 -0.887
H 0.154 0.167 -1.412
H 2.946 -0.352 -0.849
H -0.040 1.894 1.106
H 2.661 -1.683 0.303
H 1.280 1.455 -0.930
H -3.053 0.714 0.132
H -2.875 -1.016 0.610
*
```

As for the electronic energy: -308.7200 Ha. The HOMO energy is -7.441 eV. The calculation puts the molecular weight at 90.12 g/mol. For the HOMO-LUMO gap, the calculation gives 8.2 eV.

Mulliken population analysis, charges in e, atoms 1 to 8:
1 O -0.186
2 O -0.391
3 C -0.778
4 C -0.696
5 C -0.377
6 C -0.608
7 H 0.302
8 H 0.455

# 2
Molecular formula: C4H10O2
Method: DFT, ωB97M-V/def2-TZVPD

Geometry as ORCA input:
```
! wB97M-V def2-TZVPD RIJCOSX def2/J DEFGRID3
* xyz 0 1
O -1.513 2.081 0.855
O 1.942 0.274 -0.103
C 0.881 -0.146 -0.855
C -0.072 0.666 -1.317
C 0.932 -1.627 -1.086
C -1.602 1.315 1.780
H -0.071 1.733 -1.112
H -0.396 -0.718 0.959
H -0.934 0.264 -1.836
H -0.049 -2.006 -1.385
H -2.427 0.581 1.859
H 1.656 -1.859 -1.874
H -0.594 -0.926 1.645
H 1.854 1.225 0.047
H 1.248 -2.149 -0.176
H -0.854 1.293 2.598
*
```

Its SMILES is C=C(C)O.[H][H].C=O. As for the electronic energy: -308.7924 Ha. The HOMO energy is -8.802 eV. The calculation puts the molecular weight at 90.12 g/mol. For the HOMO-LUMO gap, the calculation gives 9.7 eV.

Mulliken population analysis, charges in e, atoms 1 to 8:
1 O -0.388
2 O -0.494
3 C 0.616
4 C -0.909
5 C -1.128
6 C -0.238
7 H 0.330
8 H -0.338

# 3
Molecular formula: C4H10O2
Method: DFT, ωB97M-V/def2-TZVPD

Geometry as ORCA input:
```
! wB97M-V def2-TZVPD RIJCOSX def2/J DEFGRID3
* xyz 0 1
O -1.662 -2.639 0.341
O -2.104 -0.519 -0.270
C -1.819 -1.323 0.563
C 1.943 1.013 -0.551
C 1.978 2.503 -0.871
C 1.332 0.782 0.816
H 2.961 0.631 -0.523
H -1.926 -2.820 -0.572
H 0.290 1.117 0.869
H 1.299 -0.262 1.122
H 2.585 2.800 -1.723
H 0.967 2.882 -1.028
H 1.421 0.466 -1.339
H 1.909 1.296 1.588
H 2.378 3.083 -0.023
H -1.647 -1.086 1.623
*
```

Its SMILES is O=CO.CCC. As for the electronic energy: -308.8858 Ha. The HOMO energy is -11.073 eV. The calculation puts the molecular weight at 90.12 g/mol. For the HOMO-LUMO gap, the calculation gives 11.9 eV.

Mulliken population analysis, charges in e, atoms 1 to 8:
1 O -0.422
2 O -0.487
3 C 0.217
4 C -0.102
5 C -1.150
6 C -1.086
7 H 0.254
8 H 0.329

# 4
Molecular formula: C4H10O2
Method: DFT, ωB97M-V/def2-TZVPD

Geometry as ORCA input:
```
! wB97M-V def2-TZVPD RIJCOSX def2/J DEFGRID3
* xyz 0 1
O -1.847 -2.307 -1.105
O -1.125 0.149 0.594
C 1.255 -1.419 0.229
C 1.123 0.054 -0.118
C 0.043 0.770 0.182
C -0.008 2.261 0.280
H 0.841 -2.080 -0.531
H -0.992 -1.932 -0.906
H 0.719 -1.587 1.164
H 2.001 0.588 -0.450
H -2.483 -1.558 -1.170
H 0.994 2.667 0.118
H -1.853 0.750 0.476
H -0.257 2.636 1.272
H -0.708 2.674 -0.447
H 2.297 -1.667 0.412
*
```

Its SMILES is C/C=C(/C)O.O. As for the electronic energy: -308.8556 Ha. The HOMO energy is -8.831 eV. The calculation puts the molecular weight at 90.12 g/mol. For the HOMO-LUMO gap, the calculation gives 9.4 eV.

Mulliken population analysis, charges in e, atoms 1 to 8:
1 O -0.643
2 O -0.487
3 C -1.307
4 C -0.128
5 C 0.730
6 C -1.409
7 H 0.305
8 H 0.286

Which value of molecular weight does entry 3 give?
90.12 g/mol

Please write out number 3 again, unchanged.
Molecular formula: C4H10O2
Method: DFT, ωB97M-V/def2-TZVPD

Geometry as ORCA input:
```
! wB97M-V def2-TZVPD RIJCOSX def2/J DEFGRID3
* xyz 0 1
O -1.662 -2.639 0.341
O -2.104 -0.519 -0.270
C -1.819 -1.323 0.563
C 1.943 1.013 -0.551
C 1.978 2.503 -0.871
C 1.332 0.782 0.816
H 2.961 0.631 -0.523
H -1.926 -2.820 -0.572
H 0.290 1.117 0.869
H 1.299 -0.262 1.122
H 2.585 2.800 -1.723
H 0.967 2.882 -1.028
H 1.421 0.466 -1.339
H 1.909 1.296 1.588
H 2.378 3.083 -0.023
H -1.647 -1.086 1.623
*
```

Its SMILES is O=CO.CCC. As for the electronic energy: -308.8858 Ha. The HOMO energy is -11.073 eV. The calculation puts the molecular weight at 90.12 g/mol. For the HOMO-LUMO gap, the calculation gives 11.9 eV.

Mulliken population analysis, charges in e, atoms 1 to 8:
1 O -0.422
2 O -0.487
3 C 0.217
4 C -0.102
5 C -1.150
6 C -1.086
7 H 0.254
8 H 0.329

Number 1 is which compound?
C4H10O2

Copy entry 3 word for word.
Molecular formula: C4H10O2
Method: DFT, ωB97M-V/def2-TZVPD

Geometry as ORCA input:
```
! wB97M-V def2-TZVPD RIJCOSX def2/J DEFGRID3
* xyz 0 1
O -1.662 -2.639 0.341
O -2.104 -0.519 -0.270
C -1.819 -1.323 0.563
C 1.943 1.013 -0.551
C 1.978 2.503 -0.871
C 1.332 0.782 0.816
H 2.961 0.631 -0.523
H -1.926 -2.820 -0.572
H 0.290 1.117 0.869
H 1.299 -0.262 1.122
H 2.585 2.800 -1.723
H 0.967 2.882 -1.028
H 1.421 0.466 -1.339
H 1.909 1.296 1.588
H 2.378 3.083 -0.023
H -1.647 -1.086 1.623
*
```

Its SMILES is O=CO.CCC. As for the electronic energy: -308.8858 Ha. The HOMO energy is -11.073 eV. The calculation puts the molecular weight at 90.12 g/mol. For the HOMO-LUMO gap, the calculation gives 11.9 eV.

Mulliken population analysis, charges in e, atoms 1 to 8:
1 O -0.422
2 O -0.487
3 C 0.217
4 C -0.102
5 C -1.150
6 C -1.086
7 H 0.254
8 H 0.329